{"formula": "C37H83BNO26", "method": "wB97M-V/def2-TZVPD", "elements": ["H", "C", "C", "C", "C", "O", "H", "C", "H", "H", "H", "H", "H", "O", "C", "C", "H", "H", "C", "H", "H", "H", "H", "C", "H", "O", "H", "H", "H", "C", "H", "H", "C", "H", "H", "C", "H", "H", "O", "H", "H", "H", "H", "H", "H", "H", "O", "H", "H", "H", "C", "H", "C", "H", "H", "H", "O", "H", "C", "C", "C", "C", "C", "O", "B", "C", "H", "H", "C", "C", "O", "H", "H", "C", "C", "O", "O", "C", "H", "H", "H", "C", "O", "H", "H", "C", "C", "H", "H", "H", "H", "H", "H", "H", "H", "O", "H", "O", "H", "O", "H", "H", "C", "O", "H", "C", "H", "H", "C", "O", "C", "H", "O", "O", "H", "H", "H", "H", "O", "H", "O", "C", "H", "C", "O", "H", "H", "C", "O", "N", "C", "H", "H", "O", "H", "H", "H", "C", "H", "H", "O", "H", "O", "H", "H", "H", "H", "O"], "xyz": [[4.471450, -1.884413, -19.015548], [8.377707, -8.944466, -15.598108], [6.035576, -2.863049, -24.960883], [3.100548, 1.249627, -20.605314], [1.818031, 2.782189, -19.462652], [3.722589, -2.567997, -20.874655], [3.820369, -8.633029, -17.279857], [4.540557, 3.609232, -14.528854], [7.582392, -4.829887, -14.027135], [9.400079, -8.713659, -15.298802], [8.211060, 3.136645, -21.680834], [2.843233, -2.426671, -19.030571], [8.420699, -11.188503, -17.047069], [6.904493, -1.071588, -17.010549], [9.193498, 0.643778, -12.722715], [6.515984, 1.545360, -19.080498], [9.483401, 0.828214, -11.688289], [11.719961, -0.930756, -12.718485], [9.342994, -1.040564, -25.356795], [3.078976, -5.631282, -18.432124], [8.226405, -8.583826, -16.615525], [8.696206, -1.016844, -26.233839], [12.732490, -2.338434, -13.178146], [9.812945, -5.124787, -17.411731], [2.667566, 5.047487, -16.866392], [10.288284, 0.856554, -13.569978], [8.821710, -0.380004, -12.764505], [2.802306, -8.022084, -18.635402], [5.012799, 5.625077, -14.181351], [0.664038, -4.953941, -15.935025], [3.575342, -3.767239, -16.991983], [10.289794, -0.944234, -25.888211], [7.260092, -2.658371, -18.657682], [8.004028, -1.217995, -23.196207], [4.161889, -3.612023, -19.040788], [7.513543, -8.046423, -14.715991], [0.968653, 2.103868, -19.381892], [5.526835, -3.598710, -20.996507], [6.165534, -2.698281, -23.532181], [4.178472, 3.273828, -13.556994], [6.479946, -8.207344, -15.022390], [9.485928, 0.610961, -15.508302], [8.347946, 1.269681, -13.007992], [5.947555, 1.342268, -15.134970], [3.927224, -0.726493, -16.772195], [3.935559, 5.500157, -18.057756], [-0.737638, -1.170466, -17.498889], [6.470252, 3.246804, -22.145912], [5.652252, 2.352785, -16.468086], [0.886571, -5.020090, -14.870028], [4.931825, -2.943471, -22.907816], [9.847414, -10.876383, -16.204561], [7.045830, -5.760377, -14.212552], [3.660620, 0.910049, -19.734044], [4.495524, 1.956965, -24.180167], [7.625324, -8.125797, -13.634652], [3.219904, 0.838521, -22.960880], [3.280992, 1.117477, -25.089740], [7.499155, 3.205682, -22.503343], [3.988511, 0.917910, -21.768625], [11.740136, -1.890987, -13.233896], [8.025331, 1.650280, -18.690472], [1.384881, -0.656927, -16.214757], [8.065352, -10.296875, -15.268594], [7.252190, -0.395474, -18.242202], [6.198782, 2.328481, -15.525325], [4.704718, 1.724346, -21.926161], [3.245231, -4.574259, -15.492660], [-0.152661, -0.587924, -16.326681], [3.827372, -2.654529, -19.440035], [2.549411, 2.569047, -20.631666], [5.647276, -1.882760, -21.136399], [8.708843, 0.849763, -21.990544], [-0.251791, -0.612745, -18.739208], [2.986303, -4.571645, -16.551456], [10.719424, -3.195909, -18.277154], [4.585202, 5.520205, -16.139642], [7.838099, 0.861964, -22.646102], [-0.450824, 0.458072, -18.696250], [-0.721382, -1.082774, -19.603304], [2.221614, 0.610090, -20.524270], [8.830878, -11.232859, -16.038175], [6.408712, -3.250955, -16.450717], [8.767524, -12.249894, -15.651233], [9.518279, -5.389866, -18.427110], [4.311460, 5.099434, -14.829369], [6.778173, -2.397481, -17.247111], [7.688715, 4.122685, -23.061262], [2.424404, 2.706226, -18.560084], [2.030156, -8.818261, -17.354920], [4.359975, -6.017246, -17.406749], [6.956683, 0.664913, -22.035867], [6.938642, -2.520648, -25.466175], [6.195771, -5.578269, -14.870088], [8.949122, -4.679944, -16.917756], [5.902998, 3.427787, -14.630221], [4.510387, 0.199860, -24.429918], [8.690339, 2.647381, -18.900212], [3.294098, 5.419851, -14.604851], [7.097077, -3.709425, -19.227352], [10.159690, -1.462321, -16.093634], [-0.250819, -4.364194, -15.992874], [3.882373, 1.055781, -24.182747], [7.699265, 2.083387, -23.321375], [1.412108, 3.790999, -19.387507], [3.455572, 0.255807, -16.745175], [10.949702, -2.475941, -12.763633], [4.454598, -3.888320, -23.167854], [3.285269, -5.837002, -17.381779], [2.669627, -6.991173, -16.855899], [3.725821, 4.985498, -17.120076], [0.829661, -0.726223, -18.814593], [8.386365, 0.547904, -18.108679], [5.885642, 2.502142, -19.621736], [4.201388, -2.200104, -23.227133], [9.416193, -1.738682, -14.575184], [-0.640901, -0.960947, -15.426360], [4.030287, 0.857660, -17.449160], [1.607373, -4.188102, -16.703654], [3.911377, 2.977669, -15.156035], [6.126302, 0.399137, -18.799095], [2.877046, -8.162499, -17.557074], [9.510246, -1.984504, -24.838046], [5.031578, -2.731679, -21.433641], [7.950786, -6.661069, -14.907685], [1.666536, -0.548594, -15.167359], [5.235019, -2.270053, -25.403094], [10.272186, -1.242055, -15.032059], [11.510282, -1.804583, -14.652050], [10.911251, -4.115011, -17.469560], [7.959438, -0.253990, -23.702951], [4.509423, 0.007055, -21.473486], [1.679941, -1.630099, -16.607155], [9.107149, 0.032875, -24.482480], [10.042619, -5.981903, -16.778704], [7.277907, 2.313540, -15.678200], [0.450837, -5.946770, -16.331172], [10.290015, 0.288135, -14.846990], [3.723887, 0.684785, -15.779730], [11.203750, 0.685166, -15.289191], [7.576561, -1.464931, -19.193760], [-0.610118, 0.394569, -16.210273], [11.881134, -4.233370, -16.790678], [6.733777, -6.078703, -13.217871], [7.167003, -0.138270, -24.442386], [3.984131, 3.930208, -17.208043], [5.930787, -3.928255, -25.166968], [2.073188, 0.287284, -17.051309]], "forces_ev_per_a": [[0.4, 0.3, -0.3], [0.1, 0.5, 1.9], [0.7, -0.1, 0.7], [-1.0, -0.4, -0.1], [-0.3, 0.5, 0.6], [0.8, -0.5, 0.9], [0.1, -0.2, -0.1], [-1.3, 0.9, 0.0], [0.0, 0.0, -0.4], [0.4, -0.2, -0.3], [-0.2, 0.4, 0.4], [-0.2, -0.2, -0.1], [-0.2, -0.5, -0.3], [-0.7, -1.1, 0.5], [-0.5, -0.4, -0.3], [0.2, 6.8, -2.8], [0.1, 0.2, -0.1], [0.2, 0.3, -0.3], [1.4, 0.5, -0.7], [-0.8, -0.1, -0.1], [-0.1, -0.7, -0.4], [-1.0, -0.6, 0.3], [-0.2, -0.1, 0.4], [-0.7, -0.3, 0.5], [-0.2, 0.3, 0.2], [0.4, 0.0, 0.8], [0.1, -0.3, 0.0], [0.4, 0.2, -0.3], [-0.1, 0.2, -0.1], [-0.4, 0.9, -0.4], [0.0, 0.0, 0.0], [0.5, 0.7, 0.4], [-1.2, 0.4, -1.6], [-0.1, -0.1, -0.3], [0.1, -0.3, -0.5], [0.4, 1.5, -0.1], [-0.1, -0.3, 0.0], [0.0, -0.1, 0.3], [-0.1, -0.3, -1.2], [0.0, 0.6, 0.6], [-0.3, 0.3, 0.2], [-0.5, 0.6, 0.2], [-0.1, 0.3, 0.1], [-0.2, 0.0, 0.7], [-0.4, -0.5, -0.1], [-0.1, -0.1, 0.1], [0.4, -0.5, 0.1], [0.0, 0.0, 0.4], [0.1, 0.7, -0.2], [0.6, -0.1, 0.1], [-1.0, 1.3, -0.2], [0.4, -0.2, 0.6], [0.8, 0.0, -0.8], [0.3, 1.1, 0.6], [0.2, 0.1, 0.2], [-0.1, -1.1, 0.0], [-1.0, -0.3, -0.5], [-1.1, 0.2, 0.6], [0.2, -0.2, 0.3], [-0.5, 1.1, -0.6], [-0.2, 0.2, -1.0], [0.2, 3.3, -1.0], [-0.8, 0.0, -1.0], [0.4, 0.0, -0.4], [0.9, -0.4, -0.3], [0.6, 0.1, 0.6], [0.3, 0.0, 0.4], [0.1, -0.6, 0.1], [-0.4, 0.7, -0.5], [-0.8, 0.6, -0.4], [1.1, -0.2, 0.2], [0.2, 0.3, -0.4], [0.3, 0.1, 0.1], [0.2, 0.2, 1.2], [-1.0, -0.4, -0.9], [0.1, -0.7, 0.8], [0.3, 0.3, 0.0], [-0.3, -0.5, -0.7], [-0.1, 0.2, -0.4], [-0.2, -0.1, 0.4], [-0.1, -0.7, -0.6], [-0.6, 1.2, -0.9], [0.5, 1.7, -1.4], [0.0, 0.3, 0.3], [0.2, 0.1, 0.1], [-0.4, -0.1, 0.5], [0.2, -0.4, 2.4], [0.1, -0.2, -0.2], [0.2, -0.5, 0.1], [0.2, -0.2, 0.4], [0.5, 0.2, 0.3], [-0.2, -0.1, 0.2], [0.2, 0.0, 0.4], [-0.2, 0.1, 0.3], [0.1, 0.4, -0.2], [0.9, -2.1, -1.4], [0.6, -0.2, 0.2], [-0.5, -1.5, 0.4], [-0.3, -0.1, 0.4], [0.9, 0.6, 0.4], [0.2, 0.3, -0.2], [-0.1, 0.0, -0.1], [1.0, -0.5, 0.0], [0.0, 0.0, -1.0], [0.1, 0.2, -0.7], [0.7, 0.5, -0.3], [0.1, -0.5, 0.1], [0.4, -0.5, 0.1], [1.1, 0.3, 0.8], [-0.8, 1.1, 0.5], [0.7, -0.6, 0.1], [0.0, -0.1, -0.1], [-0.4, -1.2, 0.4], [1.7, -3.5, 2.0], [-0.2, 0.3, -0.4], [-0.1, 0.0, 0.5], [0.3, -1.4, -0.2], [-0.4, 0.1, -0.4], [0.3, -0.6, 0.6], [0.4, -0.1, -0.8], [-1.6, -3.3, 1.0], [-0.5, -0.5, -0.6], [-0.9, -0.3, 0.0], [0.2, -0.8, 1.0], [-1.1, -0.6, 0.4], [0.2, 0.1, 0.1], [-0.4, -0.1, 0.3], [0.8, 0.7, 0.4], [0.0, -0.3, 0.8], [-1.3, 0.8, -1.7], [0.2, 1.9, 0.3], [0.1, -0.4, -0.5], [0.0, -0.5, 0.5], [1.0, -0.9, 0.0], [0.6, 0.1, -0.3], [-0.1, 0.2, -0.2], [0.3, 0.0, -0.1], [-0.3, -0.6, -1.3], [-0.5, 0.0, 0.5], [0.1, -0.3, -0.1], [0.1, -1.4, 0.1], [0.8, 1.0, -0.6], [0.9, -0.3, 0.8], [0.0, -0.7, -0.1], [-0.8, -0.5, 0.5], [-0.2, -0.2, -0.5], [-0.3, -0.1, -0.2], [0.2, 0.1, 0.9]], "mulliken_charge": [-0.203, -0.516, -0.783, 0.060, 0.114, -0.564, 0.183, -0.056, 0.137, 0.352, 0.256, 0.356, 0.305, -0.506, -0.572, 1.027, 0.277, 0.265, -0.863, 0.422, 0.312, 0.305, 0.277, -0.588, 0.370, -0.419, 0.289, 0.365, 0.304, -0.866, -0.572, 0.378, 0.889, 0.478, 0.264, -0.383, 0.000, 0.471, -0.118, 0.434, 0.259, 0.033, 0.178, 0.257, 0.185, 0.320, -0.447, 0.018, 0.085, 0.370, -0.961, 0.307, -0.626, -0.580, 0.292, 0.323, -0.493, 0.335, -0.416, 1.571, -0.720, -0.067, -0.475, -0.352, 1.060, -0.205, -0.321, 0.478, -0.901, -0.200, -0.522, -0.522, 0.406, -0.270, 0.153, -0.538, -0.384, 0.296, 0.311, 0.368, 0.398, -0.729, -0.664, 0.250, 0.249, -0.777, 0.472, 0.309, -0.248, 0.255, 0.536, -0.244, 0.082, 0.145, 0.084, -0.455, 0.003, -0.684, 0.393, -0.665, 0.070, 0.244, -0.446, -0.445, 0.382, -0.268, 0.270, 0.375, -0.641, -0.305, -0.366, -0.167, -0.699, -0.729, 0.232, 0.222, 0.415, -0.501, -0.124, -0.052, 0.465, -0.748, 0.319, 0.630, -0.225, 0.445, 0.370, 0.077, -0.412, 1.003, -0.527, -0.494, 0.413, -0.420, 0.334, 0.247, 0.253, -0.163, 0.415, 0.346, -0.683, 0.344, -0.562, 0.445, 0.158, -0.085, 0.353, 0.036], "lumo_ev": 1.997, "total_charge": -1}